*a*
DFT (ωB97M-V/def2-TZVPD) results for an isolated molecule of C6H13N.

Computed properties:
Kohn-Sham gap (eV): 9.5
E_HOMO (hartree): -0.3081
Total charge: 0
Structure (SMILES): C=CC[C@@H](C)NC
E_LUMO (eV): 1.14

Each line ends with the natural charge from an NBO analysis.
Geometry (Å):
N1 0.164 1.295 -0.735  -0.651
C1 -0.601 -0.097 2.056  -0.161
C2 -0.477 -0.970 3.046  -0.397
C3 0.032 -0.093 -0.384  -0.032
C4 -1.085 -0.372 0.661  -0.434
C5 1.326 1.626 -1.540  -0.414
C6 0.010 -1.062 -1.587  -0.643
H1 -1.338 -1.423 0.524  0.208
H2 0.994 -1.368 -1.949  0.212
H3 -0.512 -0.734 4.101  0.198
H4 1.624 2.654 -1.377  0.205
H5 2.168 1.037 -1.154  0.188
H6 -0.650 0.952 2.330  0.192
H7 -0.382 -0.517 -2.459  0.203
H8 -0.628 -1.937 -1.480  0.211
H9 -0.635 1.859 -0.976  0.367
H10 0.952 -0.344 0.159  0.179
H11 1.238 1.273 -2.570  0.171
H12 -0.230 -2.013 2.856  0.183
H13 -1.970 0.233 0.479  0.214


*b*
DFT (ωB97M-V/def2-TZVPD) results for an isolated molecule of C6H13N.

Computed properties:
Kohn-Sham gap (eV): 10.6
E_HOMO (hartree): -0.3493
Total charge: 0
Structure (SMILES): C=N[C@H](C)C(C)C
E_LUMO (eV): 1.14

Each line ends with the natural charge from an NBO analysis.
Geometry (Å):
N1 1.281 -0.092 -0.688  -0.402
C1 -0.723 0.226 0.404  -0.223
C2 0.180 -0.894 -0.196  -0.074
C3 -0.438 -1.745 -1.305  -0.610
C4 -1.271 1.219 -0.639  -0.614
C5 2.223 0.149 0.125  -0.085
C6 -0.013 0.865 1.590  -0.594
H1 -0.624 2.091 -0.781  0.213
H2 -0.667 -1.136 -2.183  0.214
H3 2.434 -0.449 1.022  0.149
H4 1.067 1.097 1.338  0.203
H5 2.924 0.952 -0.097  0.180
H6 -1.359 -2.239 -0.971  0.210
H7 0.470 -1.564 0.639  0.169
H8 -0.535 1.771 1.919  0.216
H9 -2.251 1.577 -0.313  0.207
H10 0.006 0.134 2.411  0.202
H11 -1.552 -0.199 0.975  0.211
H12 -1.416 0.761 -1.624  0.214
H13 0.264 -2.523 -1.627  0.215


*c*
DFT (ωB97M-V/def2-TZVPD) results for a cluster of 2 separate species, C6H13N in total.

Computed properties:
Kohn-Sham gap (eV): 4.7
E_HOMO (hartree): -0.2722
Total charge: 0
E_LUMO (eV): -2.75

Each line ends with the natural charge from an NBO analysis.
Geometry (Å):
N1 -1.921 0.550 0.348  -0.488
C1 -0.066 -0.158 -1.262  -0.484
C2 3.602 0.401 0.046  -0.649
C3 2.244 0.603 -0.531  -0.325
C4 -0.870 -1.641 0.762  -0.616
C5 -0.773 -0.244 0.148  -0.094
C6 1.434 -0.385 -0.940  0.146
H1 -5.527 2.141 0.736  0.002
H2 -0.224 0.876 -1.617  0.232
H3 4.017 1.274 0.608  0.226
H4 -0.589 -0.819 -1.953  0.229
H5 4.311 0.202 -0.789  0.225
H6 -0.030 0.250 0.843  0.201
H7 -1.514 -2.349 0.231  0.203
H8 3.575 -0.502 0.684  0.230
H9 -1.310 -1.474 1.753  0.224
H10 -5.785 1.491 0.982  -0.002
H11 -2.441 0.354 -0.509  0.294
H12 0.074 -2.162 0.915  0.223
H13 1.791 1.592 -0.456  0.223


Which of the structures shown above is the most stable? The most stable is *b*.